Entry 1:
ORCA calculation (the ωB97M-V functional and the def2-TZVPD basis) on a structure of composition C34H42BrN3O6SV at a distorted geometry.

Values from the calculation:
- LUMO (eV) = -8.7
- total charge = +1
- spin multiplicity = 1
- frontier orbital gap (eV) = 1.37
- E_HOMO (eV) = -10.0381
- strongest force on any atom (eV/A) = 5.949

```
88
Properties=species:S:1:pos:R:3:forces:R:3
C 3.11523 -2.84197 4.75381 1.78 0.76 -1.61
C 4.21379 -2.33696 3.98664 -2.94 -1.02 -0.23
C 3.85134 -1.90941 2.47544 0.48 0.96 -1.14
C 3.28896 -2.93580 1.42553 -0.30 2.03 -0.89
N 3.07874 -4.35524 1.79462 -0.34 2.58 0.20
C 2.90858 -2.45295 -0.02040 1.15 2.88 1.27
C 2.28692 -3.40133 -1.14541 -0.36 0.12 0.98
C 3.24474 -4.60450 -1.61501 -0.76 0.14 -0.81
O 2.60409 -5.84853 -1.21782 1.16 0.40 0.27
C 3.12885 -0.93857 -0.33179 0.18 -1.07 1.93
C 3.69641 0.09100 0.73726 -0.23 -2.04 1.15
C 4.07151 -0.37777 2.16149 -0.51 -2.06 -2.25
C 4.63009 0.59653 3.32247 -1.82 -0.35 0.04
C 3.36548 0.99289 4.27572 0.33 1.47 0.13
C 4.01140 1.69086 5.58840 -0.51 -0.95 0.20
C 2.37740 2.06425 3.59530 -0.77 -0.27 0.32
C 3.82940 1.64218 0.30662 1.01 0.84 -0.19
O 4.81943 2.35411 0.57940 -3.51 -2.41 -0.66
C 2.57145 2.17649 -0.55293 -1.72 0.31 -1.01
C 1.92622 3.57411 -0.33584 -1.60 -2.85 -3.02
C 0.68407 3.90082 -1.22301 2.15 -2.88 0.40
C 0.11905 2.88066 -2.26175 1.63 -0.88 0.70
C -1.18964 3.32115 -3.06916 0.61 0.48 0.19
C -2.57440 2.83247 -2.39370 -0.59 0.54 0.73
C -2.42640 2.25445 -0.90562 -0.18 -0.78 -0.09
C -3.80643 1.61029 -0.32618 1.31 0.71 0.72
C -4.93479 2.70478 0.00405 -0.54 -1.51 -0.24
C -5.78279 2.13590 1.26867 0.73 0.03 -0.25
C -6.14230 0.55629 1.11403 0.06 0.06 1.87
S -6.92545 0.15629 -0.52079 -0.64 -0.95 0.77
C -7.89548 -1.40005 -0.43003 -1.07 -2.21 -2.78
N -8.22102 -1.99586 -1.70615 0.39 0.80 5.88
N -8.96492 -3.10868 -1.39022 -0.43 0.01 5.21
C -9.11659 -3.22450 0.04163 1.42 1.85 -5.15
O -8.42468 -2.12371 0.65428 -0.20 -0.39 -2.81
C 0.76913 1.46701 -2.53033 1.65 2.77 2.77
C 0.21404 0.44207 -3.61808 0.31 0.83 0.20
C -0.74714 -0.71447 -3.04918 -0.69 -0.55 -1.87
C -2.32654 -0.46257 -3.33271 0.18 -1.03 -0.22
Br -0.47768 -1.17092 -1.13503 -0.03 0.17 -0.76
C 2.01944 1.15396 -1.62705 -1.46 1.67 0.02
C 2.76160 -0.27403 -1.75394 0.31 -0.01 -0.64
O 3.05090 -0.77841 -2.86290 -0.90 1.36 3.39
H 2.28725 -3.42453 4.21013 0.92 1.73 0.87
H 2.97116 -2.65516 5.86735 0.79 -0.92 -1.50
H 5.26984 -2.19203 4.38503 -1.82 0.55 -0.40
H 2.06048 -4.54740 1.88177 0.81 0.05 -0.64
H 3.45836 -4.54780 2.73380 0.07 0.31 -0.65
H 1.34681 -3.88170 -0.66905 1.56 0.58 -0.81
H 1.87814 -2.81195 -2.05057 1.02 -0.72 1.68
H 3.22812 -4.60504 -2.77200 0.15 -0.03 1.87
H 4.33128 -4.51114 -1.28274 -1.53 -0.09 -0.20
H 3.06188 -6.25281 -0.45172 -0.26 0.59 -0.66
H 5.37896 0.07576 4.01269 -0.90 0.64 -1.39
H 5.04762 1.57664 2.91862 -0.39 -1.59 0.31
H 2.72972 0.07859 4.54038 1.21 1.17 -0.26
H 4.75899 0.93029 6.01866 -0.84 1.43 -0.47
H 3.23238 1.88156 6.41068 0.99 -0.30 -1.32
H 4.49225 2.70406 5.34948 -0.50 -1.66 0.19
H 2.27649 1.93944 2.46234 0.24 0.20 1.52
H 2.64742 3.15142 3.86079 -0.17 -1.71 -0.58
H 1.31494 1.89133 4.02188 1.68 0.33 -0.68
H 2.32543 4.31813 0.43162 -0.57 -1.32 -1.28
H 0.18979 4.92652 -1.05905 0.72 -1.90 -0.51
H -1.11740 3.01302 -4.17755 -0.07 0.30 1.80
H -1.18714 4.47621 -3.07959 0.04 -1.84 0.04
H -3.17411 2.09660 -3.02469 1.08 0.99 0.71
H -3.23212 3.78140 -2.30576 0.94 -1.57 -0.21
H -2.02770 3.09924 -0.24264 -0.76 -1.17 -0.66
H -1.65187 1.39747 -0.81351 -1.09 1.48 -0.51
H -4.17621 0.75486 -0.99260 0.42 1.41 0.79
H -3.48913 1.10723 0.66875 -0.50 0.81 -1.52
H -5.63882 2.75552 -0.90816 1.07 0.30 1.39
H -4.45718 3.72297 0.20859 -0.82 -1.42 -0.20
H -6.70715 2.76514 1.50411 1.19 -0.99 -0.54
H -5.08334 2.21594 2.18415 -1.15 -0.26 -1.30
H -5.20493 -0.08382 1.33355 -1.56 1.01 -0.69
H -6.88960 0.31496 1.94266 0.94 0.27 -1.17
H -9.71847 -4.04733 0.55966 1.31 1.77 -0.48
H 1.10843 -0.00593 -4.19187 -1.50 0.58 1.14
H -0.40998 1.02463 -4.39876 1.07 -0.88 1.36
H -0.48796 -1.66921 -3.64737 -0.20 1.54 1.27
H -2.93326 -0.36026 -2.36914 0.97 0.23 -1.48
H -2.74235 -1.40440 -3.86189 0.70 1.51 0.88
H -2.45934 0.39941 -4.06672 0.10 -1.07 1.22
O 5.22452 -0.56196 -7.00863 -4.38 -0.93 0.62
V 3.57337 -0.91216 -6.61206 0.55 0.13 0.96
O 1.91241 -1.26605 -6.25092 3.77 0.85 -1.24
```
Positions in Å, forces in eV/Å.

Atom charges from the Löwdin analysis, given in e for atoms 1 to 4:
1. C 0.029
2. C -0.106
3. C -0.016
4. C -0.092

Entry 2:
ORCA calculation (the ωB97M-V functional and the def2-TZVPD basis) on a structure of composition C49H69ClGeN5P3Sc at a distorted geometry.

Values from the calculation:
- LUMO (spin up / spin down) (eV) = -5.2 / -6.8
- total charge = +2
- spin multiplicity = 2
- frontier orbital gap (spin up / spin down) (eV) = 6.83 / 5.28
- E_HOMO (spin up / spin down) (eV) = -12.0226 / -12.0327
- expectation value of S² = 0.79
- strongest force on any atom (eV/A) = 2.623
- energy relative to the best compared isomer or geometry (same formula, charge and spin) (kJ/mol) = 235.3

```
129
Properties=species:S:1:pos:R:3:forces:R:3
Sc -0.00481 -1.44414 0.88981 0.06 -0.73 -0.18
C 4.46627 0.45704 2.26230 0.56 -0.53 -0.16
C 4.71202 -0.61548 1.20301 -0.08 -0.16 0.08
C 6.00011 -0.30758 0.43316 -0.17 -0.07 -0.06
P 3.18118 -0.87701 0.15445 0.22 0.18 -0.22
C 3.31999 0.58400 -0.99607 0.44 -0.19 0.20
N 2.06362 0.92278 -1.57869 -0.44 -0.07 -0.20
Ge 0.46544 0.90615 -0.52627 -0.09 -0.11 0.58
N 0.65984 2.40948 0.57377 -0.10 -0.01 -0.15
C 0.82967 2.33474 1.99752 0.06 0.10 0.27
P 0.04549 0.81803 2.70446 -0.03 0.03 0.01
C 0.94981 0.62667 4.31658 -0.16 -0.16 0.06
C 1.21801 1.90562 5.11977 -0.07 -0.12 -0.09
C 2.30629 -0.04043 4.05794 -1.14 0.43 0.63
C -1.70351 1.34656 3.06996 -0.02 -0.32 0.08
C -2.25619 2.18268 1.92013 0.15 -0.12 -0.12
C -1.97653 2.07327 4.38267 0.10 -0.16 -0.02
C 1.15820 3.50553 -0.10960 0.12 0.17 -0.10
C 1.88727 4.55741 0.44345 -0.09 -0.16 -0.04
C 2.41820 5.53657 -0.38102 -0.03 -0.02 -0.12
C 2.25843 5.48082 -1.75572 -0.04 -0.03 -0.04
C 1.51667 4.44927 -2.31795 0.21 0.14 0.18
C 0.95297 3.50424 -1.49366 0.36 0.28 0.30
N 0.10227 2.43820 -2.00457 -0.03 -0.21 0.28
C 0.66737 1.84237 -3.19622 0.41 -0.43 -0.13
C 0.18284 2.02281 -4.46533 0.11 -0.16 -0.22
C 0.88770 1.46845 -5.53021 0.15 -0.07 0.02
C 2.06932 0.77800 -5.28851 -0.31 0.16 -0.22
C 2.54208 0.57599 -4.00418 -0.05 0.03 0.41
C 1.82786 1.08394 -2.91638 -0.19 0.31 -0.42
C -1.25296 2.87680 -2.12869 -0.55 0.02 -0.05
C -1.56932 4.14818 -2.54738 0.06 -0.05 0.12
C -2.89748 4.52107 -2.69580 -0.04 -0.02 0.00
C -3.92013 3.61822 -2.41967 -0.06 -0.22 0.07
C -3.62873 2.34057 -2.00639 0.07 0.09 0.00
C -2.27860 1.91687 -1.84732 0.06 -0.24 0.06
N -1.84938 0.71460 -1.44346 -0.20 0.32 -0.31
C -2.72951 -0.42283 -1.35943 -0.17 -0.08 -0.17
P -2.90182 -1.16309 0.35757 -0.21 -0.18 -0.52
C -4.44675 -0.26049 0.92922 0.18 0.07 0.00
C -5.71571 -0.51079 0.10825 0.13 0.06 0.02
C -4.78930 -0.46693 2.40516 0.16 0.03 0.04
C -3.37684 -2.94390 -0.00556 0.28 0.02 -0.02
C -4.10396 -3.55163 1.19414 0.08 0.04 0.01
C -4.12235 -3.26934 -1.29915 0.08 0.10 0.10
C 3.65631 -2.31704 -0.92276 0.19 0.14 -0.14
C 3.94406 -3.55971 -0.08816 0.00 0.02 0.04
C 2.57087 -2.61121 -1.95298 0.25 -0.15 0.42
H 5.41120 0.75978 2.70895 0.17 0.06 -0.02
H 3.82826 0.07989 3.06327 1.98 -0.21 -1.71
H 4.00721 1.35357 1.84608 -0.10 0.17 -0.07
H 4.84353 -1.56997 1.72783 0.02 0.07 -0.05
H 5.97740 0.69318 0.00638 -0.04 0.09 -0.06
H 6.21641 -1.01398 -0.35935 0.00 -0.17 -0.19
H 6.84082 -0.33893 1.12502 0.01 0.00 0.06
H 4.10054 0.41526 -1.74833 -0.15 -0.07 0.08
H 3.65976 1.42787 -0.38190 0.15 -0.04 0.02
H 0.37517 3.20869 2.49154 0.11 -0.12 -0.04
H 1.89293 2.32606 2.28725 -0.10 -0.01 0.00
H 0.30832 -0.04012 4.90862 0.05 0.06 -0.04
H 1.73908 2.64825 4.52143 0.07 0.10 -0.09
H 1.87540 1.65552 5.94811 0.08 -0.04 0.14
H 0.33287 2.36127 5.53754 -0.18 0.07 0.02
H 3.01364 0.71247 3.70302 -1.58 0.28 1.16
H 2.27366 -0.83558 3.31277 -0.09 0.09 0.05
H 2.70547 -0.44778 4.98153 0.07 -0.10 0.20
H -2.24032 0.38535 3.10476 0.17 0.26 -0.06
H -1.81581 3.17639 1.91765 0.09 0.13 -0.02
H -3.32579 2.30878 2.04915 -0.22 0.04 0.03
H -2.06603 1.74082 0.94176 -0.03 -0.02 -0.02
H -1.48564 3.04063 4.41557 0.11 0.16 0.01
H -1.68203 1.49609 5.25322 0.06 -0.06 0.11
H -3.04531 2.25514 4.46023 -0.17 0.02 0.01
H 2.05954 4.60474 1.50606 0.01 -0.01 0.16
H 2.98175 6.34171 0.05802 0.11 0.15 0.08
H 2.70455 6.22997 -2.38874 0.05 0.09 -0.06
H 1.39182 4.37871 -3.38683 -0.01 0.01 -0.17
H -0.71368 2.59611 -4.63721 -0.13 0.09 -0.05
H 0.53074 1.60336 -6.53708 -0.03 0.01 -0.14
H 2.63186 0.37938 -6.11748 0.06 -0.04 -0.13
H 3.45341 0.01962 -3.85698 0.15 -0.07 0.08
H -0.78947 4.86386 -2.75300 -0.01 0.01 -0.01
H -3.13319 5.51695 -3.02853 -0.05 0.17 -0.06
H -4.94738 3.92698 -2.52842 -0.12 0.01 0.00
H -4.43640 1.67160 -1.76799 -0.13 -0.18 0.02
H -2.30069 -1.21566 -1.99053 -0.13 0.22 0.24
H -3.72484 -0.22139 -1.76074 0.03 -0.03 0.02
H -4.15511 0.78902 0.78339 0.00 -0.19 0.02
H -6.16057 -1.46881 0.35574 -0.04 -0.15 0.02
H -5.57555 -0.47683 -0.96630 0.06 0.02 -0.19
H -6.44813 0.25543 0.36199 -0.04 0.03 0.03
H -5.30941 -1.40705 2.55417 -0.06 -0.13 0.02
H -5.45757 0.32468 2.73739 -0.06 0.08 0.03
H -3.92022 -0.46489 3.05797 0.02 0.00 0.04
H -2.39325 -3.43404 -0.06560 -0.31 0.22 0.04
H -5.16111 -3.30540 1.17620 -0.13 0.05 0.01
H -3.69736 -3.21563 2.14422 0.04 0.01 0.12
H -4.02645 -4.63657 1.16208 0.00 -0.10 -0.02
H -5.13977 -2.89341 -1.29661 -0.14 0.10 0.02
H -4.18066 -4.35147 -1.40247 -0.01 -0.12 0.01
H -3.62250 -2.89614 -2.18674 0.10 0.09 -0.16
H 4.56752 -2.02569 -1.46071 -0.05 0.03 0.13
H 3.08553 -3.82181 0.52593 0.39 0.03 -0.07
H 4.80184 -3.44447 0.56553 0.16 0.04 0.08
H 4.14789 -4.40280 -0.74330 0.05 -0.12 -0.11
H 1.65512 -2.95673 -1.45533 1.17 0.09 -0.22
H 2.89649 -3.39972 -2.62791 0.15 -0.10 -0.11
H 2.33133 -1.73538 -2.55369 0.09 0.01 0.02
C 0.87030 -3.91081 1.23024 -0.15 0.22 0.25
C 1.35904 -2.91510 2.10687 0.58 -0.46 0.88
C 0.30568 -2.57770 3.00330 0.35 -0.13 0.21
C -0.81776 -3.35106 2.66140 0.20 0.28 -0.26
C -0.46473 -4.17905 1.57898 0.03 0.56 0.02
H 1.46415 -4.44178 0.50320 -0.32 0.01 -0.10
H 2.41134 -2.66590 2.25961 -0.53 -0.02 -0.19
H 0.41532 -1.99967 3.90539 -0.06 0.11 -0.06
H -1.74624 -3.37502 3.19861 -0.21 0.07 0.05
H -1.09425 -4.94200 1.16185 -0.17 -0.11 -0.17
Cl -1.03580 -6.00298 -3.03191 0.02 0.03 0.01
C -0.62389 -4.33839 -2.89863 0.03 0.13 0.25
C -0.40845 -3.55574 -4.02261 0.01 0.02 0.27
C -0.09432 -2.22530 -3.81726 -0.09 -0.03 0.29
C -0.01655 -1.73901 -2.52254 -0.50 0.02 -0.29
N -0.22351 -2.48109 -1.42603 -0.80 0.29 0.01
C -0.51157 -3.77206 -1.63366 -0.27 -0.21 -0.26
H -0.48163 -3.97731 -5.00987 -0.02 -0.09 -0.18
H 0.10057 -1.56153 -4.64159 0.03 0.16 -0.15
H 0.22713 -0.70432 -2.37709 0.00 0.10 -0.01
H -0.65790 -4.39640 -0.76910 0.01 -0.01 -0.04
```
Positions in Å, forces in eV/Å.

Atom charges from the Löwdin analysis, given in e for atoms 1 to 4:
1. Sc 0.645
2. C -0.127
3. C -0.520
4. C -0.093